A single C5H13NS molecule in a non-equilibrium geometry. Source: the Open Molecules 2025 dataset; level of theory: ωB97M-V/def2-TZVPD.

Bonds (Å) are listed after each position.
Geometry (Å):
1 C -0.79528 -1.66213 -1.98410  N2 1.517, H8 1.011, H9 1.108, H10 1.082
2 N -0.20703 -0.78466 -0.89490  C1 1.517, C3 1.527, H11 1.006
3 C 0.80080 -0.29062 0.14073  N2 1.527, C4 1.622, C7 1.651, H12 1.090
4 C 0.28808 0.66280 1.34824  C3 1.622, C5 1.586, H13 1.106, H14 1.133
5 C -1.18494 1.01622 0.87784  C4 1.586, S6 1.834, H15 1.094, H16 1.138
6 S -2.21163 1.39665 2.34898  C5 1.834, H17 1.386
7 C 2.10401 0.51341 -0.47784  C3 1.651, H18 1.088, H19 1.200, H20 1.106
8 H -1.65796 -1.27614 -2.34304  C1 1.011
9 H -0.09205 -1.77140 -2.83329  C1 1.108
10 H -0.90969 -2.66728 -1.60163  C1 1.082
11 H -0.63910 0.09618 -1.11780  N2 1.006
12 H 1.10473 -1.24479 0.57145  C3 1.090
13 H 0.22142 0.14160 2.32094  C4 1.106
14 H 0.93811 1.59051 1.35675  C4 1.133
15 H -1.15171 1.87166 0.19703  C5 1.094
16 H -1.52077 0.04138 0.39612  C5 1.138
17 H -2.31542 0.55734 3.44724  S6 1.386
18 H 2.97002 -0.13220 -0.60593  C7 1.088
19 H 1.76368 0.90410 -1.56059  C7 1.200
20 H 2.49473 1.03737 0.41380  C7 1.106

Properties
Lowest unoccupied orbital energy: 0.887 eV
SMILES: CN[C@@H](C)CCS
Kohn-Sham gap: 8.93 eV
Largest force on an atom: 6.22 eV/A